Density functional theory data (ωB97M-V/def2-TZVPD) for a structure of composition C38H26ClCo2O6P in a non-equilibrium geometry.

The energy above the lowest of the compared OMol25 structures with the same formula, charge and spin is 71.0 kcal/mol. Its HOMO energy is 0.0328 Eh. The value obtained for the HOMO-LUMO gap is 3.38 eV.

```
! RIJCOSX wB97M-V def2-TZVPD def2/J DEFGRID3
* xyz -2 1
Cl -4.43472 -7.26219 2.22825
C -3.16038 -6.28481 1.63603
C -3.35428 -4.90807 1.45055
C -2.28977 -4.10433 1.04961
C -1.02564 -4.68420 0.82807
O 0.06996 -3.94878 0.68397
C -0.87344 -6.08387 0.86882
C -1.92650 -6.87514 1.30695
H -4.33230 -4.46836 1.63759
H -2.41580 -3.02979 0.93023
H 0.10084 -6.49213 0.60789
H -1.79804 -7.94803 1.39093
O 0.33381 -2.73413 2.90414
C 0.24587 -2.33243 1.81587
Co 0.24827 -0.92165 0.51757
C -1.31442 -1.01420 -0.24112
O -2.39991 -1.15666 -0.64115
C 0.13297 0.18765 1.86954
O 0.03129 0.63918 2.93644
C 1.69583 -0.82678 -0.61055
C 1.12125 -2.05345 -0.56136
C 1.09142 -3.43395 -0.81360
C 0.31437 -4.00880 -1.94924
C 0.55379 -5.34114 -2.31532
C -0.39366 -6.02107 -3.08001
C -1.52559 -5.34170 -3.55272
C -1.61734 -3.95582 -3.39084
C -0.65867 -3.27232 -2.63082
Co 0.74992 0.77808 -1.15928
C -0.71864 0.89211 -2.06423
O -1.67172 1.03317 -2.71620
C 2.04004 1.23662 -2.20998
O 2.91564 1.55881 -2.90281
P 0.68542 2.54635 -0.00357
C -0.82290 3.03059 0.92321
C -0.90159 4.28556 1.54882
C -2.05983 4.64667 2.24560
C -3.15406 3.77515 2.28009
C -3.09540 2.54927 1.61237
C -1.93346 2.18322 0.92595
C 2.04563 2.69255 1.21786
C 1.81976 2.98919 2.56641
C 2.89164 3.04585 3.46181
C 4.19487 2.81592 3.01143
C 4.42840 2.52256 1.66413
C 3.35725 2.46610 0.76644
C 0.89925 4.08862 -0.99321
C 1.89823 5.03471 -0.72684
C 1.97549 6.20438 -1.49120
C 1.05266 6.43653 -2.51425
C 0.04981 5.49750 -2.77680
C -0.02919 4.32669 -2.01814
H 2.77366 -0.62720 -0.48850
H 1.93016 -4.02723 -0.42955
H 1.45139 -5.82984 -1.93034
H -0.24950 -7.08472 -3.29054
H -2.30335 -5.88631 -4.09662
H -2.43050 -3.40146 -3.86546
H -0.66202 -2.17895 -2.57362
H -0.05391 4.97358 1.50361
H -2.10035 5.60967 2.75884
H -4.05808 4.05258 2.82448
H -3.94574 1.86461 1.62590
H -1.89878 1.23606 0.37431
H 0.81367 3.20113 2.92219
H 2.69624 3.26982 4.51218
H 5.03085 2.86819 3.71125
H 5.44057 2.33769 1.29954
H 3.54248 2.24485 -0.28861
H 2.61576 4.86786 0.07672
H 2.75917 6.93094 -1.27387
H 1.11013 7.35118 -3.10560
H -0.67785 5.66969 -3.57063
H -0.82041 3.59866 -2.21904
*
```

Density functional theory data (ωB97M-V/def2-TZVPD) for a cluster of 3 separate species, C4H9FO in total in a non-equilibrium geometry.

The energy above the lowest of the compared OMol25 structures with the same formula, charge and spin is 126.5 kcal/mol. Its HOMO energy (alpha / beta) is -0.4025 / -0.3485 Eh. The value obtained for the HOMO-LUMO gap (alpha / beta) is 9.93 / 8.21 eV.

```
! RIJCOSX wB97M-V def2-TZVPD def2/J DEFGRID3
* xyz 0 1
C -0.07971 -0.55413 -1.59203
C -0.13588 0.16660 0.81293
C 0.16768 3.91183 0.74659
C 0.80711 -0.11368 -0.39684
O -0.85276 4.36457 0.56852
F -2.26732 3.20535 0.64248
H -0.99724 -1.08508 -1.34070
H 0.46111 -1.07418 -2.25248
H -0.34819 0.40835 -2.11833
H -0.79824 -0.72627 0.86605
H -0.75146 1.15295 0.50947
H 0.25018 0.39479 1.75874
H 1.53709 -0.94046 -0.22018
H 0.61287 2.97516 1.07530
H 1.59471 0.53863 -0.85335
*
```

Density functional theory data (ωB97M-V/def2-TZVPD) for a structure of composition C22H15Cl5N6O9Pd.

The energy above the lowest of the compared OMol25 structures with the same formula, charge and spin is 0.0 kcal/mol. Its HOMO energy is -0.0313 Eh. The value obtained for the HOMO-LUMO gap is 4.73 eV.

```
! RIJCOSX wB97M-V def2-TZVPD def2/J DEFGRID3
* xyz -2 1
Pd -0.50863 -0.35611 1.11283
Cl -2.67358 -2.72221 0.28827
C -2.46831 -2.45806 2.00027
C -1.62129 -1.43718 2.41897
C -1.50853 -1.27678 3.79898
Cl -0.49123 -0.00611 4.39439
C -2.18005 -2.08495 4.71212
Cl -2.00118 -1.84211 6.41670
C -3.01207 -3.09984 4.24841
Cl -3.86084 -4.11341 5.36610
C -3.16121 -3.28778 2.87912
Cl -4.20108 -4.54360 2.29713
C 1.23681 3.90561 -0.51858
C 1.72517 3.29111 0.79058
C 0.63038 3.10765 1.74139
N -0.23443 2.97297 2.48661
H 2.09076 4.11590 -1.15966
H 0.67526 4.82835 -0.35414
H 0.61305 3.18069 -1.03483
H 2.47280 3.92878 1.26975
H 2.17400 2.31648 0.58413
O 1.09883 3.08117 -3.99542
C -0.01795 2.36573 -4.45379
N -0.83553 1.90552 -3.35829
C -2.09280 2.32022 -3.07366
O -2.75297 3.06202 -3.79117
C -2.63302 1.82756 -1.75436
C -3.89771 2.14157 -1.27951
C -4.25511 1.69449 -0.01441
C -3.34782 0.96703 0.74588
N -2.13176 0.66963 0.28879
C -1.80982 1.08234 -0.93881
H 1.54946 2.53309 -3.32123
H 0.30059 1.49247 -5.03347
H -0.61758 3.02513 -5.07647
H -0.35907 1.25730 -2.74677
H -4.56928 2.73237 -1.88978
H -5.22857 1.91774 0.40036
H -3.58489 0.62075 1.74373
H -0.78617 0.81815 -1.18784
O 5.34412 -2.27438 -2.84682
N 4.94476 -3.05398 -1.99612
O 5.36108 -4.20401 -1.90609
C 3.89752 -2.61229 -1.08782
C 3.47341 -3.48194 -0.12050
C 2.46883 -3.04730 0.74562
C 1.92792 -1.73127 0.72142
O 1.14547 -1.32828 1.65946
C 2.38080 -0.87903 -0.36627
C 3.35072 -1.33097 -1.24093
N 1.97592 0.44984 -0.46050
O 0.58733 0.63067 -0.23690
O 2.26681 1.03902 -1.64754
N 1.99240 -4.04046 1.70453
O 2.62944 -5.09167 1.79265
O 0.96334 -3.85247 2.32198
H 3.87988 -4.47358 -0.03158
H 3.68560 -0.65159 -2.00691
*
```

Density functional theory data (ωB97M-V/def2-TZVPD) for a structure of composition C16H20EuFNO2 in a non-equilibrium geometry.

Its HOMO energy (alpha / beta) is -0.5112 / -0.5112 Eh. The value obtained for the HOMO-LUMO gap (alpha / beta) is 4.30 / 4.52 eV. The expectation value of S² is 15.760.

```
! RIJCOSX wB97M-V def2-TZVPD def2/J DEFGRID3
* xyz 2 8
C 0.20983 3.10458 0.64341
C -0.60132 2.31081 -0.52983
C -2.18879 2.32034 -0.30561
C -2.92277 0.93169 -0.73381
C -2.25963 0.42689 -2.10380
N -2.96552 -0.06894 0.35023
C -3.03297 -1.49245 -0.01420
O -4.02383 -2.20295 -0.32182
C -1.51279 -1.93538 0.12194
C -0.71104 -3.10843 -0.47823
C 0.81771 -3.15068 -0.11252
C 1.50464 -2.07792 0.80483
C 3.08281 -2.11587 1.12661
C 3.80759 -1.34412 -0.10453
C 4.79038 -0.15812 0.42137
F 4.91431 0.84156 -0.62595
C 0.65487 -0.91621 1.44520
C -0.83882 -0.89220 1.07110
C -2.02983 0.07795 1.48010
O -2.21551 0.78384 2.48992
H 0.31460 4.19154 0.31661
H 1.27154 2.69063 0.77603
H -0.30876 3.03268 1.65659
H -0.13838 1.25322 -0.53696
H -0.28933 2.79638 -1.51764
H -2.63366 3.12082 -1.02749
H -2.50331 2.66501 0.74969
H -4.04126 1.23933 -0.93802
H -2.10370 1.35855 -2.76085
H -1.23743 -0.03316 -1.86517
H -2.86593 -0.35659 -2.66941
H -1.22122 -3.86753 -1.15038
H 1.39482 -4.03425 -0.57318
H 3.29253 -1.49113 2.05819
H 3.37872 -3.21110 1.21656
H 4.45771 -2.02997 -0.74827
H 3.06477 -0.83311 -0.81514
H 5.80686 -0.60408 0.67424
H 4.33017 0.40191 1.31770
H 1.08944 -0.11755 2.12803
Eu -5.53748 2.49401 -0.91554
*
```

Density functional theory data (ωB97M-V/def2-TZVPD) for a structure of composition C16H56B2In2O15 in a non-equilibrium geometry.

The energy above the lowest of the compared OMol25 structures with the same formula, charge and spin is 0.0 kcal/mol. Its HOMO energy is -0.7228 Eh. The value obtained for the HOMO-LUMO gap is 3.44 eV.

```
! RIJCOSX wB97M-V def2-TZVPD def2/J DEFGRID3
* xyz 4 1
In -0.91999 2.01269 0.22795
In -1.18328 -2.99070 -1.41295
B 0.53025 -0.82216 0.05735
H -0.53227 -0.97607 0.48090
H 0.35284 -0.11802 -0.84366
H 1.22811 -0.47037 0.89645
H 0.97335 -1.80700 -0.36466
B -2.70479 -0.27684 -1.15188
H -1.77869 -0.17271 -1.83318
H -2.34492 -0.89198 -0.24542
H -3.24729 0.70515 -0.84536
H -3.52377 -0.85272 -1.73453
C 4.96185 0.33257 1.82063
C 3.90123 -0.66333 1.34540
O 3.53016 -0.24478 -0.00707
H 4.52032 1.30345 2.03964
H 5.80850 0.32457 1.14489
H 5.12878 -0.12497 2.80284
H 3.05471 -0.75939 2.02808
H 4.38467 -1.64261 1.28905
H 2.61611 -0.56303 -0.17381
C -4.38241 -3.10144 0.80800
C -3.41693 -3.14915 1.97079
O -2.15699 -2.67709 1.51165
O -3.86456 -3.83625 -0.28851
H -4.50510 -2.06328 0.48630
H -5.38620 -3.44870 1.05591
H -3.38811 -4.16075 2.38147
H -3.76693 -2.47214 2.75526
H -1.62025 -2.33833 2.23176
H -4.36302 -4.65212 -0.42667
C 1.65385 -4.06964 0.95312
C 2.39011 -3.86134 -0.37335
O 1.53002 -4.05172 -1.45534
O 0.22302 -3.94792 0.77063
H 2.10327 -3.47793 1.74866
H 1.67294 -5.12908 1.23867
H 3.34381 -4.38828 -0.41319
H 2.69948 -2.81115 -0.45229
H 1.96724 -4.46211 -2.21213
H -0.16912 -3.87185 1.64907
C -3.30783 0.76423 3.07602
C -3.54163 2.26062 2.96762
O -2.33104 2.83155 2.44002
O -2.64912 0.20466 1.95748
H -4.21860 0.25122 3.39304
H -2.64501 0.59710 3.93210
H -3.76340 2.61940 3.97417
H -4.39982 2.52989 2.34881
H -2.21084 3.70274 2.83722
H -3.21724 -0.47289 1.57152
C 0.97348 -1.62417 -4.31574
C -0.07615 -2.42905 -5.02407
O -0.39261 -3.55980 -4.24851
O 0.41842 -1.38879 -3.00130
H 1.04962 -0.67931 -4.85945
H 1.97578 -2.04547 -4.23353
H 0.21984 -2.72198 -6.03451
H -0.98699 -1.84039 -5.14390
H 0.05367 -4.32721 -4.63396
H 0.63081 -0.51366 -2.66858
C -0.72535 1.89264 -3.63212
C -1.16031 3.35791 -3.52774
O -1.82787 3.54284 -2.31161
O 0.29275 1.63500 -2.63995
H -0.35139 1.56376 -4.60171
H -1.56353 1.22229 -3.43641
H -1.85435 3.51649 -4.35881
H -0.23859 3.92762 -3.65976
H -2.16853 4.43482 -2.16744
H 1.12894 1.59262 -3.11804
C 1.15570 3.09017 3.19889
C 0.70849 1.74029 3.72800
O 0.35209 0.82813 2.69405
O 0.31153 3.68548 2.19725
H 2.17424 2.85189 2.87125
H 1.24548 3.79133 4.02678
H -0.19349 1.89314 4.32882
H 1.53991 1.28710 4.26932
H 0.12474 -0.01860 3.08909
H 0.36215 4.64171 2.31642
C 2.29320 3.96474 -1.05039
C 2.87230 3.34099 0.23635
O 2.17033 2.16643 0.57968
O 0.92147 4.29643 -1.00791
H 2.57507 3.38393 -1.92684
H 2.76401 4.95301 -1.10300
H 2.53269 4.04762 1.00002
H 3.95793 3.36745 0.16179
H 2.77359 1.38674 0.55448
H 0.92543 5.12591 -0.50534
*
```

Density functional theory data (ωB97M-V/def2-TZVPD) for a cluster of 2 separate species, CH5NO2 in total in a non-equilibrium geometry.

The energy above the lowest of the compared OMol25 structures with the same formula, charge and spin is 4.6 kcal/mol. Its HOMO energy is -0.3775 Eh. Its structure (SMILES) is NC=O.O. The value obtained for the HOMO-LUMO gap is 11.20 eV.

```
! RIJCOSX wB97M-V def2-TZVPD def2/J DEFGRID3
* xyz 0 1
N -0.14368 -0.95550 0.44534
C -1.04251 -0.71167 -0.55186
O -1.03544 0.30637 -1.20165
H 0.73044 -0.49095 0.32050
H -0.10383 -1.82223 0.95771
H -1.78526 -1.51322 -0.68231
O 1.40264 1.52610 0.10622
H 0.56289 1.61631 -0.31874
H 1.41475 2.04478 0.92478
*
```